Density functional theory data (wB97M-V/def2-TZVPD) for a structure of composition C3H3FNO2 at a distorted geometry.

Each line ends with the Löwdin charge.
Positions of all 10 atoms, in Å:
C: 2.84499 0.25275 -0.16909  -0.489
C: -0.95741 0.33311 0.67833  -0.265
C: -1.26698 -0.33566 -0.58368  -0.415
N: -0.03226 -0.29326 -0.28421  -0.003
O: 2.48332 0.88153 0.71399  0.187
O: 3.26495 -0.25878 -1.10796  0.178
F: -1.92765 -1.88336 -0.16514  -0.387
H: -1.10685 1.37601 0.58136  0.027
H: -1.42373 -0.11234 1.65607  0.093
H: -1.87839 0.04001 -1.31966  0.076

Summary:
ΔE to the lowest compared entry with this formula, charge and spin ... 152.40 kJ/mol
Total charge ... -1
HOMO ... -3.30 eV
Electronic energy ... -11461.1143 eV